The following is a DFT calculation (the ωB97M-V functional and the def2-TZVPD basis) of a cluster of 2 separate species, C37H35BO6 in total in a non-equilibrium geometry.

Properties
- LUMO energy: -1.6 eV
- HOMO level: -6.47 eV
- E: -51891.934 eV
- Relative energy (zero: lowest compared OMol25 entry of this formula, charge and spin): 1.362 eV
- Orbital gap: 4.86 eV

Geometry as ORCA input:
```
! RIJCOSX wB97M-V def2-TZVPD def2/J DEFGRID3
* xyz 0 1
C -4.583 0.931 4.384
C -4.511 0.427 3.039
C -5.371 -0.153 2.128
C -4.640 -0.234 0.916
C -3.326 0.159 1.124
B -1.997 1.085 0.321
C -2.391 1.094 -1.165
C -1.776 0.798 -2.362
C -2.727 1.021 -3.411
C -3.853 1.513 -2.801
C -5.115 2.046 -3.275
O -3.669 1.498 -1.445
C -1.832 2.637 0.532
C -1.886 3.492 1.613
C -1.540 4.809 1.157
C -1.303 4.695 -0.191
C -0.811 5.622 -1.198
O -1.481 3.388 -0.570
C -0.736 0.665 1.133
C 0.587 1.048 1.092
C 1.255 0.515 2.239
C 0.299 -0.183 2.943
C 0.268 -0.854 4.235
O -0.874 -0.154 2.247
O -3.305 0.613 2.435
H -5.549 0.698 4.834
H -3.775 0.470 4.958
H -4.449 2.020 4.426
H -6.395 -0.483 2.296
H -5.049 -0.646 0.011
H -0.756 0.452 -2.489
H -2.570 0.838 -4.477
H -5.504 1.420 -4.086
H -5.856 2.104 -2.472
H -4.960 3.055 -3.682
H -2.126 3.220 2.640
H -1.452 5.711 1.747
H -0.908 6.648 -0.827
H 0.258 5.454 -1.392
H -1.354 5.545 -2.147
H 1.042 1.670 0.327
H 2.290 0.654 2.534
H 1.229 -0.694 4.742
H -0.537 -0.461 4.876
H 0.110 -1.938 4.123
C -4.838 -2.507 -5.531
C -5.468 -2.140 -4.184
C -4.295 -2.158 -3.248
C -3.137 -2.451 -4.008
O -3.378 -2.608 -5.344
C -1.866 -2.536 -3.420
C -1.787 -2.302 -2.074
C -2.928 -2.032 -1.262
C -2.674 -1.973 0.194
C -2.446 -3.248 0.831
C -1.741 -3.270 2.062
C -0.921 -4.347 2.333
C -0.946 -5.484 1.480
O 0.086 -6.351 1.684
C 0.917 -5.794 2.774
C 0.251 -4.500 3.259
C -1.885 -5.605 0.435
C -2.669 -4.505 0.167
C -4.187 -1.957 -1.884
H -5.190 -3.484 -5.889
H -5.018 -1.753 -6.310
H -5.946 -1.146 -4.228
H -6.241 -2.872 -3.899
H -1.015 -2.798 -4.056
H -0.814 -2.365 -1.580
H -1.930 -1.229 0.521
H -1.765 -2.409 2.724
H 0.989 -6.563 3.558
H 1.920 -5.613 2.357
H 0.950 -3.651 3.184
H -0.067 -4.603 4.309
H -1.894 -6.534 -0.133
H -3.397 -4.565 -0.639
H -5.105 -1.775 -1.323
*
```

The following is a DFT calculation (the ωB97M-V functional and the def2-TZVPD basis) of a structure of composition C37H35BrClF4IN2OPRuSi.

Properties
- LUMO energy: -4.9 eV
- HOMO level: -10.56 eV
- E: -165243.014 eV
- Relative energy (zero: lowest compared OMol25 entry of this formula, charge and spin): 1.886 eV
- Orbital gap: 5.71 eV

Geometry as ORCA input:
```
! RIJCOSX wB97M-V def2-TZVPD def2/J DEFGRID3
* xyz 1 1
Ru 0.005 0.443 -0.523
F 7.047 1.192 2.419
C 5.863 0.805 1.993
C 5.519 -0.532 2.011
F 6.377 -1.438 2.445
C 4.264 -0.913 1.567
F 3.998 -2.219 1.589
C 3.321 -0.005 1.089
P 1.694 -0.725 0.637
C 2.102 -2.078 -0.486
C 1.335 -3.242 -0.526
C 1.616 -4.219 -1.468
C 2.649 -4.035 -2.377
C 3.399 -2.867 -2.352
C 3.126 -1.886 -1.411
C 1.097 -1.387 2.213
C 1.353 -2.693 2.628
C 0.932 -3.116 3.880
C 0.278 -2.240 4.732
C 0.029 -0.936 4.327
C 0.425 -0.519 3.069
C 3.701 1.341 1.072
Br 2.583 2.714 0.477
C 4.949 1.735 1.523
F 5.302 3.013 1.520
H 0.518 -3.390 0.170
H 1.026 -5.126 -1.491
H 2.870 -4.802 -3.107
H 4.199 -2.717 -3.064
H 3.707 -0.971 -1.410
H 1.894 -3.381 1.995
H 1.130 -4.133 4.192
H -0.040 -2.574 5.711
H -0.490 -0.248 4.981
H 0.191 0.484 2.754
Cl -3.596 -5.269 -1.724
C -2.935 -3.843 -1.001
C -3.310 -3.485 0.264
C -2.773 -2.340 0.889
I -3.408 -1.815 2.785
C -1.850 -1.551 0.235
O -1.309 -0.462 0.725
C -1.484 -1.921 -1.088
N -0.561 -1.109 -1.697
C -0.114 -1.413 -2.907
C -0.577 -2.542 -3.592
C -1.518 -3.354 -3.017
C -1.998 -3.063 -1.726
H -4.032 -4.090 0.795
H 0.609 -0.740 -3.344
H -0.183 -2.748 -4.577
H -1.891 -4.226 -3.538
C -0.105 4.051 -1.574
Si -1.051 2.729 -0.663
C -2.534 2.118 -1.744
C -2.089 1.742 -3.164
C -3.431 1.002 -1.205
C -3.404 3.394 -1.860
C -1.377 3.270 1.142
C -2.378 2.376 1.883
C -1.962 4.697 1.048
C -0.080 3.409 1.951
H -0.764 4.914 -1.707
H 0.235 3.714 -2.551
H 0.755 4.411 -1.009
H -1.524 0.810 -3.196
H -1.478 2.508 -3.641
H -2.986 1.600 -3.774
H -2.938 0.032 -1.206
H -4.301 0.922 -1.863
H -3.796 1.187 -0.196
H -2.866 4.255 -2.258
H -3.873 3.670 -0.916
H -4.212 3.167 -2.561
H -3.390 2.515 1.499
H -2.397 2.664 2.938
H -2.145 1.314 1.821
H -2.906 4.750 0.510
H -1.264 5.404 0.597
H -2.155 5.036 2.070
H 0.506 2.496 2.010
H -0.336 3.702 2.973
H 0.572 4.181 1.541
N 1.578 1.434 -3.077
C 1.056 1.159 -2.080
*
```

The following is a DFT calculation (the ωB97M-V functional and the def2-TZVPD basis) of a structure of composition C37H35F3N6O3SSbSeW in a non-equilibrium geometry.

Properties
- LUMO energy (spin up / spin down): -1.2 / -1.2 eV
- HOMO level (spin up / spin down): -6.29 / -6.28 eV
- E: -146713.850 eV
- Relative energy (zero: lowest compared OMol25 entry of this formula, charge and spin): 0.042 eV
- Orbital gap (spin up / spin down): 5.06 / 5.10 eV

Geometry as ORCA input:
```
! RIJCOSX wB97M-V def2-TZVPD def2/J DEFGRID3
* xyz 0 2
W -0.600 0.677 0.448
C -4.452 -0.339 0.773
C -3.511 -0.519 -0.383
C -3.705 -1.452 -1.347
C -2.681 -1.707 -2.331
C -1.574 -0.942 -2.374
C -1.511 0.235 -1.512
N -2.418 0.314 -0.461
Sb -1.688 1.984 -2.882
C 0.183 1.479 -3.857
C 0.150 1.482 -5.250
C 1.238 0.984 -5.948
C 2.316 0.507 -5.233
C 2.287 0.553 -3.839
C 3.462 0.057 -3.049
N 1.230 1.029 -3.167
C -1.204 3.373 -1.329
C -1.555 4.682 -1.636
C -1.414 5.671 -0.685
C -0.882 5.310 0.532
C -0.534 3.991 0.804
C 0.163 3.752 2.114
N -0.745 3.011 -0.113
H -5.351 0.195 0.464
H -3.979 0.233 1.567
H -4.753 -1.309 1.172
H -4.599 -2.061 -1.315
H -2.804 -2.523 -3.033
H -0.784 -1.115 -3.097
H -0.722 1.858 -5.770
H 1.238 0.958 -7.031
H 3.180 0.094 -5.736
H 4.095 -0.591 -3.658
H 3.120 -0.474 -2.164
H 4.059 0.903 -2.705
H -1.951 4.905 -2.618
H -1.707 6.694 -0.885
H -0.719 6.048 1.304
H -0.070 4.569 2.795
H 1.241 3.743 1.937
H -0.114 2.821 2.586
O 0.581 0.811 2.099
N 1.900 0.799 2.292
C 2.342 0.191 3.415
C 3.668 0.180 3.722
C 4.559 0.817 2.840
C 4.088 1.415 1.707
C 2.706 1.414 1.385
S 2.028 2.067 0.000
H 1.569 -0.259 4.019
H 4.003 -0.308 4.624
H 5.619 0.829 3.057
H 4.751 1.903 1.007
F -3.729 4.539 1.944
C -3.796 3.223 1.695
F -3.634 3.061 0.377
F -5.040 2.818 1.997
C -2.755 2.450 2.553
O -2.787 2.665 3.748
O -1.964 1.673 1.928
C 3.793 -2.501 0.469
C 2.437 -2.949 -0.098
C 2.602 -3.395 -1.556
C 1.893 -4.117 0.735
C 1.501 -1.814 -0.033
C 0.771 -0.843 -0.019
H 4.506 -3.329 0.442
H 3.685 -2.169 1.504
H 4.199 -1.672 -0.114
H 3.270 -4.258 -1.607
H 3.022 -2.595 -2.164
H 1.638 -3.677 -1.982
H 2.624 -4.928 0.757
H 0.965 -4.497 0.309
H 1.690 -3.805 1.761
Se -1.565 -0.443 3.526
N -1.361 -0.886 1.779
C -1.623 -2.186 1.658
C -1.540 -2.955 0.462
C -1.855 -4.272 0.513
C -2.250 -4.918 1.729
C -2.323 -4.231 2.892
C -2.001 -2.837 2.887
N -2.016 -2.074 3.964
H -1.210 -2.490 -0.452
H -1.804 -4.856 -0.398
H -2.486 -5.975 1.715
H -2.604 -4.700 3.824
*
```

The following is a DFT calculation (the ωB97M-V functional and the def2-TZVPD basis) of a structure of composition C37H35F3N6O3SSbSeW.

Properties
- LUMO energy (spin up / spin down): -1.1 / -1.2 eV
- HOMO level (spin up / spin down): -6.66 / -7.22 eV
- E: -146713.661 eV
- Relative energy (zero: lowest compared OMol25 entry of this formula, charge and spin): 0.387 eV
- Orbital gap (spin up / spin down): 5.61 / 6.05 eV

Geometry as ORCA input:
```
! RIJCOSX wB97M-V def2-TZVPD def2/J DEFGRID3
* xyz 0 4
W 0.372 -0.260 -0.422
C 0.882 -3.281 -2.878
C -0.391 -2.650 -2.407
C -1.480 -2.515 -3.234
C -2.593 -1.761 -2.811
C -2.612 -1.250 -1.551
C -1.533 -1.522 -0.662
N -0.429 -2.198 -1.122
Sb -2.315 -2.142 1.266
C -0.468 -2.073 2.332
C -0.486 -2.803 3.510
C 0.635 -2.799 4.325
C 1.727 -2.085 3.895
C 1.704 -1.389 2.682
C 2.999 -0.726 2.303
N 0.600 -1.366 1.908
C -2.980 -0.243 2.001
C -4.319 -0.039 2.314
C -4.687 1.209 2.796
C -3.720 2.188 2.913
C -2.403 1.904 2.555
C -1.333 2.949 2.590
N -2.042 0.690 2.134
H 1.134 -4.150 -2.267
H 0.803 -3.586 -3.919
H 1.695 -2.559 -2.794
H -1.444 -2.927 -4.233
H -3.407 -1.569 -3.496
H -3.434 -0.637 -1.198
H -1.373 -3.362 3.781
H 0.656 -3.348 5.257
H 2.638 -2.061 4.480
H 3.404 -0.206 3.172
H 3.727 -1.490 2.020
H 2.883 -0.029 1.489
H -5.045 -0.832 2.186
H -5.716 1.416 3.062
H -3.979 3.181 3.259
H -1.741 3.939 2.789
H -0.606 2.713 3.367
H -0.814 2.948 1.629
O 1.213 1.135 0.909
N 1.889 2.271 1.100
C 2.033 2.609 2.408
C 2.685 3.740 2.785
C 3.218 4.562 1.774
C 3.090 4.197 0.468
C 2.420 2.998 0.067
S 2.299 2.475 -1.516
H 1.581 1.910 3.094
H 2.773 3.978 3.834
H 3.738 5.476 2.032
H 3.503 4.796 -0.329
F 2.489 0.582 -4.369
C 1.212 0.353 -4.708
F 1.180 -0.853 -5.322
F 0.861 1.270 -5.611
C 0.235 0.325 -3.499
O -0.923 0.573 -3.716
O 0.842 -0.077 -2.436
C -2.302 4.218 -2.102
C -2.947 2.954 -1.516
C -3.837 3.328 -0.329
C -3.793 2.269 -2.599
C -1.881 2.032 -1.092
C -1.014 1.249 -0.759
H -3.073 4.922 -2.426
H -1.677 3.962 -2.957
H -1.670 4.706 -1.358
H -4.625 4.011 -0.656
H -3.256 3.820 0.453
H -4.302 2.439 0.100
H -4.541 2.967 -2.985
H -4.316 1.402 -2.188
H -3.161 1.930 -3.419
Se 3.806 -0.393 -1.314
N 2.470 -1.326 -0.544
C 2.922 -2.554 -0.305
C 2.165 -3.616 0.271
C 2.776 -4.811 0.472
C 4.143 -5.033 0.117
C 4.890 -4.055 -0.449
C 4.294 -2.776 -0.680
N 4.926 -1.752 -1.222
H 1.124 -3.457 0.503
H 2.214 -5.631 0.902
H 4.575 -6.008 0.302
H 5.922 -4.207 -0.731
*
```

The following is a DFT calculation (the ωB97M-V functional and the def2-TZVPD basis) of a structure of composition C37H36AsCl4F6O14V in a non-equilibrium geometry.

Properties
- LUMO energy: -6.5 eV
- HOMO level: -7.79 eV
- E: -220532.360 eV
- Orbital gap: 1.30 eV

Geometry as ORCA input:
```
! RIJCOSX wB97M-V def2-TZVPD def2/J DEFGRID3
* xyz 0 1
O 4.900 1.711 6.940
V 3.464 2.439 6.696
O 3.091 3.440 7.923
As 3.643 -0.931 0.888
F 5.227 -0.107 0.996
F 2.980 0.411 -0.064
F 1.980 -1.670 0.835
F 4.324 -2.309 1.834
F 3.133 -0.006 2.390
F 4.121 -1.755 -0.639
C 0.796 -7.970 -6.690
C 1.900 -7.751 -5.797
C 2.179 -6.494 -5.350
C 1.559 -5.398 -5.904
C 0.542 -5.615 -6.845
C 0.179 -6.881 -7.291
O -0.871 -6.993 -8.190
O 3.163 -6.340 -4.370
H 0.538 -8.974 -6.994
H 2.440 -8.559 -5.325
H 1.820 -4.381 -5.651
H 0.107 -4.759 -7.338
H -0.859 -6.307 -8.861
H 3.245 -5.422 -4.101
C -4.473 2.925 7.515
C -3.186 2.950 7.029
C -2.890 2.610 5.721
C -3.929 2.244 4.817
C -5.215 2.229 5.296
C -5.515 2.578 6.650
O -6.810 2.608 7.142
O -1.624 2.694 5.265
H -4.683 3.209 8.536
H -2.341 3.226 7.641
H -3.702 2.017 3.786
H -5.939 1.942 4.548
H -7.360 2.127 6.520
H -1.612 2.659 4.306
C 0.899 -3.648 7.626
C 0.722 -5.010 7.687
C 1.059 -5.636 8.876
C 1.355 -4.969 10.060
C 1.512 -3.574 9.978
C 1.276 -2.891 8.746
O 1.387 -1.541 8.700
O 0.956 -7.040 8.933
H 0.817 -3.072 6.717
H 0.400 -5.542 6.804
H 1.337 -5.437 11.033
H 1.932 -3.067 10.833
H 1.256 -1.075 9.529
H 0.958 -7.290 9.860
C -1.340 6.532 -3.949
C -0.953 5.572 -3.045
C -1.537 5.604 -1.832
C -2.592 6.479 -1.519
C -3.051 7.359 -2.450
C -2.402 7.438 -3.674
O -2.768 8.428 -4.488
O -1.149 4.816 -0.807
H -0.874 6.596 -4.922
H -0.204 4.844 -3.319
H -3.102 6.546 -0.569
H -3.863 8.023 -2.192
H -2.246 8.386 -5.293
H -0.705 4.022 -1.115
C -5.093 0.885 -1.787
C -6.452 0.896 -1.411
C -6.917 -0.051 -0.547
C -6.096 -1.114 -0.088
C -4.800 -1.185 -0.544
C -4.285 -0.165 -1.336
O -2.992 -0.273 -1.735
O -8.210 -0.027 -0.086
H -4.670 1.704 -2.349
H -7.135 1.610 -1.848
H -6.444 -1.949 0.501
H -4.113 -1.964 -0.250
H -2.442 -0.864 -1.215
H -8.669 0.450 -0.780
C 2.441 2.367 -6.918
C 3.742 2.603 -6.406
C 4.483 3.553 -7.092
C 3.945 4.259 -8.133
C 2.582 4.108 -8.548
C 1.877 3.108 -7.921
O 0.618 2.871 -8.260
O 5.758 3.719 -6.809
H 1.848 1.697 -6.313
H 4.187 1.986 -5.639
H 4.543 5.076 -8.508
H 2.119 4.784 -9.250
H 0.283 2.113 -7.777
H 5.891 3.565 -5.871
C 10.097 -4.024 1.347
Cl 11.835 -4.330 0.972
Cl 9.985 -2.353 2.041
Cl 9.057 -4.047 -0.041
Cl 9.624 -5.253 2.530
*
```

Which value of E does entry 3 give? -146713.850 eV